(1)
DFT (wB97M-V/def2-TZVPD) results for a molecular structure, C28H52ClF5O17Si2 in a non-equilibrium geometry.

Summary:
Gap between HOMO and LUMO   10.63 eV
Charge   0
E_LUMO   0.4327 eV

Each line ends with the Löwdin charge.
Atoms and positions in Å:
C1 0.5503 2.4483 1.5764  -0.0837
C2 0.1761 2.8270 0.1288  -0.2506
C3 -1.2960 3.2262 -0.0072  -0.2613
C4 -1.7989 3.0966 -1.4543  -0.2369
Si1 -2.2430 1.3358 -1.9337  0.1761
Cl1 -0.5636 0.5342 -2.8508  0.4946
C5 -3.7103 1.3374 -3.0941  -0.2060
C6 -4.8565 2.1769 -2.5529  -0.2146
O1 -5.1086 1.9540 -1.1577  -0.0229
C7 -6.0124 0.9815 -0.8954  -0.4715
O2 -5.9798 -0.1103 -1.4518  0.0985
C8 -7.0490 1.3050 0.1361  -0.1235
C9 -6.6270 0.8166 1.5306  -0.0576
O3 -2.6370 0.5340 -0.5216  -0.2081
Si2 -2.4724 -1.0905 -0.3582  0.4201
F1 -2.5002 -1.8667 -1.7402  -0.0605
C10 -3.8685 -1.7240 0.6878  -0.1446
C11 -3.8282 -3.2498 0.9119  -0.2167
O4 -5.1268 -3.8185 0.7589  0.0044
C12 -5.3714 -4.5966 -0.3333  -0.4446
O5 -6.1434 -5.5375 -0.2266  0.1061
C13 -4.7373 -4.2192 -1.6527  -0.1524
C14 -5.2680 -5.0440 -2.8196  -0.0736
C15 -0.8393 -1.3876 0.6194  -0.4238
F2 -0.7797 -0.3818 1.5532  0.0544
F3 -0.8534 -2.5732 1.2936  0.0734
C16 0.4728 -1.3091 -0.1680  -0.3314
F4 0.4077 -2.1110 -1.2617  0.0632
F5 1.4870 -1.7739 0.6293  0.0634
H1 -0.3339 2.5094 2.1955  0.0674
H2 1.0225 1.4793 1.6678  0.0534
H3 1.2662 3.1829 1.9256  0.0648
H4 0.4410 2.0634 -0.5973  0.0629
H5 0.7556 3.6998 -0.1524  0.1037
H6 -1.3580 4.2786 0.2599  0.1108
H7 -1.9222 2.6932 0.6992  0.0930
H8 -0.9770 3.3981 -2.1010  0.0759
H9 -2.6178 3.7788 -1.6533  0.0729
H10 -3.4241 1.7836 -4.0438  0.0905
H11 -4.0759 0.3339 -3.2822  0.0817
H12 -5.7597 1.9790 -3.1205  0.1298
H13 -4.6566 3.2339 -2.6623  0.1156
H14 -7.2254 2.3711 0.1885  0.1152
H15 -7.9518 0.7906 -0.1539  0.1188
H16 -5.9366 -0.0173 1.4896  0.0531
H17 -7.4929 0.4713 2.0815  0.0760
H18 -6.1831 1.6067 2.1220  0.0772
H19 -3.7979 -1.2111 1.6427  0.0927
H20 -4.8094 -1.4985 0.2001  0.0683
H21 -3.0923 -3.7449 0.2888  0.1005
H22 -3.5283 -3.4474 1.9323  0.1245
H23 -4.8342 -3.1543 -1.8369  0.1110
H24 -3.6678 -4.3855 -1.5591  0.1086
H25 -6.2877 -5.3611 -2.6640  0.0730
H26 -5.2501 -4.4237 -3.7080  0.0721
H27 -4.6208 -5.8935 -2.9813  0.0764
H28 0.7191 -0.2809 -0.4197  0.1282
C17 6.2195 2.1469 -4.3688  -0.0382
O6 5.5195 0.9329 -4.6435  0.0083
C18 4.2067 1.0005 -4.4376  -0.6299
O7 3.6037 1.9669 -4.0532  0.1209
O8 3.6804 -0.1853 -4.7245  0.0129
C19 2.2635 -0.2520 -4.5511  -0.0652
H29 7.2665 1.9498 -4.5771  0.0937
H30 5.8657 2.9493 -5.0129  0.0977
H31 6.1046 2.4288 -3.3239  0.0919
H32 1.7616 0.4517 -5.2127  0.0946
H33 1.9991 -0.0502 -3.5174  0.0437
H34 1.9649 -1.2644 -4.8060  0.0992
C20 4.8780 7.6596 3.3018  -0.0401
O9 4.2374 6.5561 2.6593  0.0040
C21 4.9939 5.9387 1.7547  -0.6321
O10 6.1198 6.2328 1.4593  0.1274
O11 4.2852 4.9397 1.2358  0.0008
C22 4.9786 4.1838 0.2410  -0.0374
H35 4.1566 8.0643 4.0051  0.0926
H36 5.7641 7.3293 3.8400  0.0973
H37 5.1458 8.4243 2.5757  0.0975
H38 5.8701 3.7209 0.6592  0.0985
H39 5.2431 4.8137 -0.6059  0.0980
H40 4.2957 3.4065 -0.0894  0.0906
C23 1.2928 -4.9576 0.6231  -0.0385
O12 2.2749 -5.9819 0.8122  0.0126
C24 2.9707 -6.2739 -0.2811  -0.6301
O13 2.8358 -5.7667 -1.3616  0.1267
O14 3.8458 -7.2298 0.0265  0.0049
C25 4.6667 -7.6429 -1.0664  -0.0421
H41 0.8033 -4.8179 1.5820  0.0925
H42 1.7621 -4.0321 0.3204  0.0736
H43 0.5569 -5.2684 -0.1175  0.1017
H44 5.2624 -6.8107 -1.4359  0.0971
H45 4.0589 -8.0525 -1.8705  0.0967
H46 5.3242 -8.4156 -0.6796  0.0922
C26 4.7657 1.6723 6.0588  -0.0407
O15 4.1990 0.8298 5.0546  0.0047
C27 3.0116 0.3214 5.3767  -0.6310
O16 2.4180 0.5150 6.4026  0.1265
O17 2.5975 -0.4342 4.3642  0.0065
C28 1.3235 -1.0468 4.5713  -0.0335
H47 5.7201 2.0128 5.6688  0.0922
H48 4.1236 2.5301 6.2478  0.0971
H49 4.9274 1.1167 6.9803  0.0973
H50 0.5518 -0.2910 4.7044  0.0984
H51 1.3498 -1.7129 5.4314  0.0988
H52 1.1093 -1.6231 3.6757  0.0819

***

(2)
DFT (wB97M-V/def2-TZVPD) results for a molecular structure, C28H52N2O2PdSi2 in a non-equilibrium geometry.

Summary:
Expectation value of S²   2.021
Gap between HOMO and LUMO (spin up / spin down)   5.11 / 5.34 eV
Charge   0
2S+1   3
E_LUMO (spin up / spin down)   -0.0043 / -0.0058 eV

Each line ends with the Löwdin spin population.
Atoms and positions in Å:
O1 -0.4126 -0.8963 -2.2159  0.0034
O2 0.6589 0.7090 -3.4360  0.0010
C1 0.2627 -2.1166 -2.6075  0.0008
C2 -0.4079 -3.4154 -2.1182  0.0002
H1 1.2888 -2.1129 -2.2509  0.0007
H2 0.3992 -2.1555 -3.6873  0.0001
H3 -0.4852 -3.4344 -1.0326  0.0001
H4 0.1790 -4.2842 -2.4159  0.0000
H5 -1.4076 -3.5425 -2.5319  0.0001
C3 -1.6744 -0.7579 -2.9231  0.0003
C4 -1.7358 -0.9919 -4.4542  0.0000
H6 -2.0362 0.2459 -2.7180  0.0001
H7 -2.3999 -1.4429 -2.4963  0.0000
H8 -0.9691 -0.4286 -4.9827  0.0000
H9 -2.6997 -0.6737 -4.8501  0.0000
H10 -1.6140 -2.0428 -4.7131  0.0000
C5 0.1859 2.0492 -3.2874  0.0001
C6 1.9256 0.4234 -4.0235  0.0007
C7 -0.7173 2.4675 -4.4504  0.0000
H11 1.0151 2.7476 -3.1668  0.0000
H12 -0.4088 2.1104 -2.3786  0.0001
H13 -0.2075 2.4165 -5.4089  0.0000
H14 -1.0601 3.4924 -4.3154  0.0000
H15 -1.6001 1.8347 -4.5106  0.0000
C8 1.9357 0.6872 -5.5294  0.0001
H16 2.1691 -0.6228 -3.8519  0.0001
H17 2.7064 1.0082 -3.5445  0.0003
H18 1.0975 0.1956 -6.0212  0.0000
H19 2.8545 0.3129 -5.9786  0.0000
H20 1.8842 1.7535 -5.7412  0.0000
H21 0.3628 0.0582 -2.6880  0.0009
Pd1 0.0200 0.0624 1.5268  0.9689
C9 1.5990 0.0655 0.2250  0.1736
Si1 3.4459 0.5400 0.4041  0.0333
H22 1.3432 -0.9603 0.4628  0.0111
H23 0.9010 0.8377 -0.0772  0.0348
C10 4.4384 -0.6371 -0.6689  0.0019
C11 4.2663 0.3572 2.0772  0.0054
C12 3.7693 2.3068 -0.1242  0.0037
C13 -1.7456 -0.9792 0.9876  0.1647
Si2 -3.3274 0.0682 0.8810  0.0306
H24 -1.6622 -1.1656 2.0486  0.0072
H25 -1.9543 -1.9720 0.5942  0.0180
C14 -4.5661 -0.7216 -0.2804  0.0068
C15 -2.9410 1.7877 0.2766  0.0134
C16 -4.1596 0.1445 2.5511  0.0037
H26 3.2051 2.5763 -1.0132  0.0002
H27 4.8251 2.4650 -0.3371  0.0003
H28 3.4874 3.0012 0.6649  0.0004
H29 4.1200 -1.6668 -0.5168  0.0000
H30 5.4989 -0.5807 -0.4280  0.0001
H31 4.3456 -0.4144 -1.7276  0.0003
H32 3.9653 -0.5399 2.6080  -0.0002
H33 4.0688 1.2223 2.7045  0.0000
H34 5.3480 0.3099 1.9618  0.0006
H35 -3.3084 1.9499 -0.7357  0.0003
H36 -1.8686 1.9641 0.2649  0.0129
H37 -3.3950 2.5435 0.9157  0.0003
H38 -5.0793 0.7260 2.4991  0.0008
H39 -3.5226 0.6130 3.2936  0.0000
H40 -4.4197 -0.8509 2.9079  0.0002
H41 -5.5622 -0.3128 -0.1146  0.0011
H42 -4.6233 -1.7981 -0.1242  0.0007
H43 -4.3215 -0.5427 -1.3258  0.0002
C17 -1.0011 3.9252 5.4616  0.0014
C18 -0.9303 3.8596 4.0648  0.0004
C19 -0.7252 2.6305 3.4219  0.0136
C20 -0.5958 1.4604 4.1769  0.0131
C21 -0.6735 1.5394 5.5871  0.0037
C22 -0.8730 2.7640 6.2210  0.0005
N1 -0.3323 0.2149 3.5412  0.0845
N2 -0.1381 -0.7920 4.2591  -0.0003
C23 0.3019 -1.9757 3.6634  0.0380
C24 0.4988 -3.1655 4.3729  0.0082
C25 0.9266 -4.3102 3.6848  -0.0068
C26 1.1442 -4.2531 2.3034  0.0062
C27 0.9424 -3.0531 1.6131  0.0300
C28 0.5361 -1.8948 2.3182  0.2813
H44 -1.1490 4.8745 5.9579  0.0001
H45 -1.0240 4.7658 3.4824  0.0000
H46 -0.6553 2.5931 2.3435  0.0137
H47 -0.5636 0.6569 6.2063  0.0003
H48 -0.9191 2.8082 7.3025  0.0002
H49 0.3165 -3.2110 5.4376  0.0029
H50 1.0781 -5.2414 4.2155  -0.0004
H51 1.4585 -5.1390 1.7653  0.0021
H52 1.0982 -3.0504 0.5450  0.0030

***

Question: Which value of charge does entry 1 give?
Answer: 0

***

Question: Which value of charge does entry 1 give?
Answer: 0

***

Question: Which value of charge does entry 2 give?
Answer: 0